Entry 1:
DFT (ωB97M-V/def2-TZVPD) results for 2 unconnected molecules or ions with the total composition C10H15BrN2O2.

Structure (XYZ):
```
30
Properties=species:S:1:pos:R:3
C 1.934 2.234 1.930
C 0.947 2.978 1.400
C 2.011 0.863 1.645
C -0.085 2.393 0.679
C 0.945 0.202 1.041
C -0.124 1.043 0.464
C -1.451 2.255 -2.162
C -0.005 -3.867 1.168
C -1.966 1.244 -1.153
C 0.403 -3.036 -0.047
N 2.902 -1.160 -0.708
N 1.039 -1.105 0.837
O -1.013 0.473 -0.327
O 0.105 -1.666 0.058
Br 3.728 0.436 -0.591
H 2.724 2.623 2.369
H 0.867 4.120 1.466
H 2.802 0.371 2.081
H -0.855 3.101 0.270
H -0.861 2.970 -1.716
H -1.013 1.679 -3.028
H -2.253 2.665 -2.663
H 0.165 -4.865 1.016
H 0.767 -3.515 1.844
H -0.933 -3.526 1.371
H -2.433 0.295 -1.624
H -2.671 1.700 -0.370
H -0.285 -3.233 -0.834
H 1.410 -3.008 -0.204
H 2.315 -1.074 -1.586
```

Properties
* DFT total energy: -3223.77784 Eh
* 2S+1: 1
* energy above the lowest of the compared OMol25 structures with the same formula, charge and spin: 603.5 kJ/mol
* molecular weight: 275.15 g mol⁻¹
* charge: 0
* LUMO level (alpha / beta): -0.35 / -0.41 eV
* HOMO-LUMO gap (alpha / beta): 7.9 / 6.7 eV

---

Entry 2:
DFT (ωB97M-V/def2-TZVPD) results for a molecular structure, C10H15Cl2GdNS.

Structure (XYZ):
```
30
Properties=species:S:1:pos:R:3
Gd 2.609 -1.695 -1.004
Cl 4.244 0.042 -1.668
Cl 3.544 -3.931 -1.406
C -1.993 -0.162 0.272
H -1.713 -0.462 1.307
H -2.601 -1.013 -0.112
C -0.524 -0.531 -0.487
C -2.895 0.918 0.406
H 0.054 -1.234 0.145
C -2.751 2.090 -0.435
H -3.594 0.924 1.233
C -2.128 1.732 -1.831
H -3.714 2.597 -0.587
H -2.063 2.795 0.072
C -0.602 1.723 -1.796
H -2.505 0.772 -2.201
H -2.463 2.525 -2.516
C 0.147 0.412 -1.365
H -0.206 2.005 -2.790
H -0.278 2.522 -1.111
H 0.484 -0.110 -2.291
H 1.058 0.792 -0.855
S 2.598 -0.187 3.084
C 1.820 -1.709 3.437
C 1.825 -2.540 2.349
N 2.413 -1.953 1.210
C 2.901 -0.705 1.483
H 1.388 -1.939 4.402
H 1.440 -3.554 2.282
H 3.505 -0.125 0.775
```

Properties
* DFT total energy: -2528.84950 Eh
* 2S+1: 8
* energy above the lowest of the compared OMol25 structures with the same formula, charge and spin: 390.6 kJ/mol
* molecular weight: 409.46 g mol⁻¹
* charge: -1
* LUMO level (alpha / beta): 2.20 / 2.20 eV
* HOMO-LUMO gap (alpha / beta): 3.6 / 3.5 eV
* <S²>: 15.793